[1]
88
Properties=species:S:1:pos:R:3:forces:R:3:mulliken_charge:R:1 method="wB97M-V/def2-TZVPD" total_charge=+2 homo_ev=-9.287 lumo_energy_ev=-7.95 e_above_lowest_kj_mol=0.0
Br 4.02493 -0.24813 4.62249 -0.17 0.47 4.16 -0.469
Br -0.81043 -2.60055 2.61141 0.12 0.22 0.15 -0.272
Cl 3.45148 0.25898 -3.58454 0.21 -0.01 0.00 -0.136
Cl 1.25299 -0.57664 -5.28758 0.07 0.07 0.13 -0.078
Cl 1.05597 -0.89694 -2.41173 0.05 0.07 0.04 -0.056
Cl -8.45291 -0.57198 -1.64665 -0.19 0.21 0.10 -0.054
Cl -10.72417 -1.46552 -3.21289 0.05 0.04 0.07 -0.091
Cl -10.83455 -1.57098 -0.31485 0.03 0.04 0.00 -0.122
S 0.76738 4.19003 -1.41816 -0.27 -0.04 -0.42 -0.173
S 4.64195 1.54316 2.94530 1.41 0.51 -1.94 0.074
S -3.09676 -1.83381 2.56192 0.67 -0.49 -0.40 -0.011
S -6.21116 -2.53955 -2.43900 0.23 -0.29 0.07 0.728
S 5.80774 2.46934 0.47443 0.03 -0.63 -0.14 -0.114
S -4.31287 0.95834 2.27277 0.53 -0.29 0.09 -0.006
Mg -5.38291 -1.91399 2.87169 -0.28 0.44 -0.05 0.602
Na 5.19031 -2.18097 -1.71583 0.52 -1.45 -1.87 0.764
O -6.28374 -2.17691 -3.87380 0.06 0.02 0.06 -0.649
O 3.07221 -1.95786 1.21813 0.19 -0.24 -0.39 -0.312
O 6.95661 -4.40974 0.97459 0.07 -0.12 0.06 -0.575
N 5.41798 -0.26648 0.99846 -0.85 0.60 1.24 0.318
N -3.29192 -0.51810 0.21310 -0.79 0.12 2.92 0.710
N 0.89223 0.37609 1.65172 -0.58 -0.17 -0.64 -0.210
N 1.13658 6.13146 1.57203 0.52 -1.20 -0.60 -0.548
N -2.36265 -0.87611 -1.69706 0.83 -0.18 -1.13 -0.473
N 1.59424 2.78958 3.55751 -0.40 -0.01 -0.73 -0.612
C -1.75730 1.97748 1.60198 -0.58 0.43 -0.55 -0.422
C 3.94603 -1.86375 2.37728 -0.78 0.33 0.49 -0.228
C 1.44224 3.83759 0.25900 0.59 0.83 0.75 2.051
C -4.75125 -3.57275 -2.21858 0.09 -0.09 -0.07 -1.019
C 3.52134 3.05021 -1.17935 0.35 -0.42 0.45 0.055
C 0.62033 2.80367 1.08232 -0.59 -0.58 0.72 0.363
C -3.15778 2.38486 2.09185 0.64 0.48 0.52 -0.950
C -7.40829 -3.85256 -2.15295 -0.07 -0.07 -0.02 -0.839
C -0.88667 3.21436 1.23110 -0.39 -0.82 0.47 -1.006
C 1.13464 2.77667 2.49867 0.62 0.32 -0.17 -0.574
C 2.99062 3.48125 0.20787 -0.63 -0.22 -0.97 -0.623
C -10.21848 -0.68912 -1.71683 -0.13 -0.06 -0.09 -0.133
C -2.26444 -1.14384 -0.42808 -0.44 0.27 -0.81 -0.252
C 1.68678 0.09882 -3.72899 -0.32 -0.26 -0.19 0.144
C -3.45409 -0.06853 -1.89062 -0.81 0.49 1.18 -1.281
C 5.37735 -1.30702 2.03819 -0.61 -1.46 -0.52 -0.743
C -3.55234 -0.50132 1.60409 -0.88 0.21 -0.10 -0.099
C 4.52734 -0.58417 -0.11877 0.32 -1.12 -1.04 1.316
C 1.35605 5.13645 1.01883 -0.91 0.58 -0.03 -0.348
C 4.96211 2.42235 -1.14764 -0.47 0.24 -0.41 -0.416
C 0.79015 1.34198 0.54337 1.14 -0.36 -0.15 1.095
C -4.06551 0.17246 -0.67642 0.72 0.12 -1.98 0.177
C 5.25682 1.07473 1.48523 -0.64 0.49 -0.06 0.281
C 3.77871 -2.02816 0.05066 0.54 0.85 -0.25 -0.931
H -0.29441 3.35511 -1.53935 0.40 0.09 0.46 0.159
H 5.93853 -2.16936 1.62367 0.05 0.42 0.03 -0.102
H 0.62004 -0.54052 1.30793 -0.05 0.01 0.20 0.309
H -0.98084 3.96705 2.02552 0.13 0.03 -0.41 0.484
H -1.49970 -1.73224 0.06476 -0.27 0.07 0.01 0.506
H 3.55564 3.89899 -1.87086 -0.28 -0.27 0.10 0.658
H 3.10846 -2.24001 -0.84981 0.39 0.54 1.17 0.402
H 2.85006 2.27259 -1.57303 0.10 0.42 -0.15 -0.239
H 5.90840 -1.02959 2.94861 -0.28 0.28 -0.18 0.666
H -4.93418 0.77236 -0.44916 0.19 -0.26 0.27 0.562
H 4.91416 1.42171 -1.58715 0.22 0.25 0.29 -0.271
H -0.00587 1.05961 -0.15634 0.04 0.16 0.33 0.299
H -1.89884 1.43887 0.65371 0.22 -0.22 0.47 0.020
H -7.25213 -4.65636 -2.87222 0.05 0.05 -0.03 0.338
H 5.14337 -0.59130 -1.08069 -0.72 1.52 1.37 -0.035
H 6.54672 -5.24985 0.64126 0.08 -0.03 0.07 0.446
H 1.72597 1.23717 -0.03975 -0.40 0.61 -0.13 -1.608
H -7.29933 -4.22963 -1.13492 0.01 0.02 0.00 0.313
H 3.11355 2.62490 0.87935 0.28 0.58 0.26 -0.609
H -1.29354 1.34538 2.36765 0.06 0.03 -0.33 0.581
H 4.52910 -2.91063 0.07806 -0.60 0.82 0.22 0.300
H 1.25302 1.08939 -3.64839 0.11 0.02 0.07 0.169
H -4.76919 -4.39638 -2.93273 -0.05 0.02 -0.01 0.441
H 3.99790 -2.88059 2.81615 0.31 0.34 -0.13 0.327
H -3.63160 3.18333 1.50755 0.05 -0.43 -0.17 0.424
H 3.42088 -1.19813 3.18964 0.61 -1.74 -2.59 0.062
H 5.60327 2.99495 -1.83351 0.04 -0.09 0.45 0.554
H -8.40659 -3.43854 -2.28090 0.04 0.05 -0.02 0.200
H -10.62820 0.31304 -1.69569 0.02 -0.02 0.02 0.378
H 3.75223 0.18431 -0.23662 0.04 -0.40 -0.12 -0.900
H -3.81031 0.35962 -2.81998 0.41 -0.47 -0.13 0.460
H 7.79393 -4.19607 0.48498 0.03 -0.08 0.08 0.422
H -3.86922 -2.95838 -2.39314 -0.05 0.05 -0.01 0.212
H 3.53397 4.37540 0.52062 0.08 -0.46 0.37 0.773
H -4.72927 -3.95867 -1.19753 -0.03 0.01 0.00 0.287
H -3.04543 2.78586 3.11195 -0.22 -0.18 -0.23 0.513
H 1.85881 0.27414 1.94463 -0.08 0.15 0.17 -0.271
H 7.11271 -4.44829 1.95636 -0.02 0.02 -0.01 0.440
H -1.30494 3.59637 0.29373 0.29 0.23 0.24 0.478

[2]
75
Properties=species:S:1:pos:R:3:forces:R:3:mulliken_charge:R:1 method="wB97M-V/def2-TZVPD" smiles="CCOP(=O)(CC[C@@](C#N)(CCCBr)[C@@H](C#N)C[C@@H](C)F)OCC.O=C1CCCO1.O=C1CCCO1" homo_ev=-10.014 lumo_energy_ev=0.21 e_above_lowest_kj_mol=443.0
Br -3.52628 3.41103 -1.16239 0.84 -0.08 0.43 -0.227
P 1.24463 0.84115 3.84544 0.45 -2.96 2.03 0.761
F 4.44504 0.43842 -0.14656 -0.57 0.63 -1.84 -0.334
O -3.59792 0.12325 0.05201 -0.15 0.11 0.55 -0.037
O 1.82420 -0.37186 4.61309 -1.40 3.40 -1.80 -0.750
O -1.23054 -5.01939 -7.13096 -0.36 0.21 0.13 -0.360
O -2.80624 -4.02772 -5.83395 0.68 -0.36 -0.63 -0.575
O 1.32037 2.28015 4.80424 0.56 -2.23 -1.91 -0.422
O -0.39710 0.60150 3.46422 3.20 1.31 1.19 -0.263
O -4.08804 1.02169 2.07583 0.36 -0.43 -0.81 -0.601
N 0.90384 -1.95957 1.72329 -1.09 5.27 -4.40 -0.642
N 0.09143 -1.04211 -3.21563 5.06 1.46 4.39 -0.514
C -1.45974 -1.57930 3.95903 -0.11 0.65 0.80 -0.793
C 4.69779 2.70563 -1.07155 0.50 -0.65 0.79 -1.087
C 1.31558 1.52366 0.97335 -0.27 0.24 1.14 -1.019
C 3.04345 2.64165 6.68986 0.14 0.38 0.11 -1.126
C -4.26738 -0.74912 -0.86510 0.02 -0.23 -0.61 -0.458
C -1.65060 -4.18659 -6.13791 -1.03 0.10 0.66 0.434
C 2.70220 2.61512 5.11632 1.71 0.80 0.72 -0.132
C -5.59853 -0.57352 1.07288 -0.02 -0.52 -0.08 -0.426
C 2.24751 1.08809 2.22549 0.05 1.70 -0.25 -0.560
C -0.90601 1.98302 -1.24058 -1.01 -0.54 0.14 -0.784
C -4.36222 0.27672 1.16782 -0.08 0.88 0.83 0.364
C 2.63157 1.12751 -1.84262 1.29 0.15 -0.25 -0.963
C 0.63466 -3.77312 -6.47110 0.58 0.35 0.06 -0.566
C 0.94576 -0.74698 -2.40114 -3.86 0.01 -1.79 -0.503
C 4.19561 1.18039 -1.36453 0.00 1.49 -0.24 0.352
C -1.12794 -0.08303 4.52937 -2.11 -1.45 -0.66 -0.415
C -5.22805 -1.55179 -0.02055 -0.36 -0.59 -0.07 -0.619
C 0.19997 -5.05059 -7.14941 0.40 -0.25 -0.27 -0.402
C 0.82538 0.31542 0.03233 -1.41 -1.09 0.99 1.787
C -0.70899 0.62674 -0.38042 -0.47 0.18 0.92 -0.849
C 1.79716 -0.07422 -1.18500 -0.15 -1.28 -1.33 0.804
C -0.47000 -3.54540 -5.46265 0.33 0.32 -0.30 -0.122
C 0.74462 -1.01030 0.97803 1.49 -2.85 2.43 -0.666
C -1.70734 3.10921 -0.40208 1.35 0.41 0.05 -0.491
H -1.57901 1.70187 -2.13845 1.44 0.62 1.28 0.594
H 5.00488 2.76820 0.04726 -0.60 -0.23 -1.85 0.261
H -1.25202 -0.29096 -0.83998 1.33 1.66 0.55 0.370
H 2.89750 3.69204 4.72219 -0.43 -1.90 0.45 0.331
H -0.27394 -4.06235 -4.52022 -0.13 0.13 0.03 0.226
H -6.44365 0.05707 0.78621 0.05 0.03 0.15 0.284
H 0.53644 -5.94231 -6.61160 -0.04 0.04 -0.02 0.247
H -3.53603 -1.38530 -1.36820 0.08 0.25 0.06 0.336
H 2.68191 1.00596 -2.99703 -0.25 0.11 2.04 0.545
H 3.46741 1.88513 4.63242 -1.43 1.22 0.65 0.246
H 2.21910 2.17771 -1.65579 0.17 -1.78 -0.12 0.113
H 1.83028 2.39300 0.43649 -0.73 -1.52 0.38 0.486
H 0.35369 1.97604 1.44624 1.60 -0.76 -0.99 0.166
H 1.62890 -3.83919 -6.02509 -0.07 -0.05 -0.09 0.338
H 4.83184 0.78051 -2.22914 -0.77 0.04 1.67 0.374
H 3.84365 3.46148 6.87009 -1.29 -1.35 -0.38 0.336
H 2.96366 0.22165 2.01175 -1.40 1.03 0.55 0.339
H -1.13582 4.10766 -0.49464 -1.19 -1.51 0.14 0.463
H 2.47266 -0.94030 -0.80410 -0.85 1.78 -0.80 0.746
H 2.92643 2.00812 2.44456 -1.13 -1.56 -0.27 0.503
H 3.87910 3.49023 -1.22408 1.27 -1.13 -0.11 0.279
H -1.83609 2.87916 0.71170 0.05 0.13 -1.73 0.237
H -2.39172 -1.92853 4.54868 1.54 0.29 -0.97 0.369
H -6.08523 -1.92697 -0.58256 0.14 0.04 -0.02 0.368
H -0.64416 -2.48355 -5.29096 -0.17 -0.26 0.31 0.184
H 2.13354 2.92867 7.32255 1.20 -0.45 -1.03 0.271
H -2.15971 0.44760 4.59966 1.98 -0.61 0.04 0.320
H 0.55292 -5.10601 -8.18117 -0.25 -0.13 0.06 0.320
H -4.78136 -0.13938 -1.61437 0.06 0.01 0.06 0.290
H 3.48245 1.66111 7.08624 -0.85 1.30 -0.75 0.260
H 0.08486 2.42940 -1.59836 -1.47 -0.73 0.40 0.036
H -0.59002 -0.09871 5.53837 -0.65 0.04 -1.61 0.390
H -1.71843 -1.55032 2.82697 0.51 0.12 2.05 0.044
H -5.79907 -1.08194 2.01620 -0.09 0.37 0.02 0.271
H -4.70892 -2.41119 0.41646 -0.05 0.08 -0.09 0.275
H 5.66951 2.92502 -1.65977 -1.85 -0.17 0.79 0.317
H -1.26399 0.81046 0.62548 1.06 -0.52 -1.66 0.118
H 0.64418 -2.95276 -7.19638 0.03 -0.11 0.06 0.276
H -0.56721 -2.27043 4.14445 -1.37 0.95 -0.39 0.271